A cluster of 2 separate species, CH2ClN in total. Source: OMol25; level of theory: ωB97M-V with the def2-TZVPD basis set.

Structure (XYZ):
```
5
Properties=species:S:1:pos:R:3
C -0.32112 -0.51158 0.06887
N -0.85736 0.52266 -0.07653
Cl 2.28255 0.10831 -0.01315
H -0.55375 -1.57449 -0.10566
H -0.55032 1.45510 0.12647
```

Results
relative energy (zero: lowest compared OMol25 entry of this formula, charge and spin)	1.9693	eV
total energy	-554.15270	a.u.
HOMO	-0.3475	Ha
multiplicity	1
orbital gap	0.2883	Ha
LUMO energy	-0.059	Eh